Entry a
14
Properties=species:S:1:pos:R:3 method="wB97M-V/def2-TZVPD" homo_lumo_gap_ha=0.1269 spin_multiplicity=1 e_lumo_ev=0.89 charge=-1
C -1.015 -1.114 0.926
C 0.209 -0.365 -1.129
C -1.127 -0.255 -0.360
O 2.209 2.510 1.877
O 3.188 2.345 -0.337
S -2.632 -0.779 -1.328
S 1.952 2.195 0.436
H 0.125 -1.288 1.261
H -1.421 -2.132 0.934
H -1.410 -0.564 1.914
H -0.180 -0.285 -2.159
H 0.926 0.346 -0.743
H 0.536 -1.364 -0.998
H -1.360 0.749 -0.293


Entry b
14
Properties=species:S:1:pos:R:3 method="wB97M-V/def2-TZVPD" homo_lumo_gap_ha=0.0915 spin_multiplicity=1 e_lumo_ev=0.13 charge=-1
C -0.414 -0.438 0.945
C 1.095 -1.007 -0.874
C 0.149 -0.187 -0.433
O -4.523 0.887 -1.510
O -3.893 0.770 0.960
S 5.487 1.007 0.920
S -3.579 1.161 -0.419
H 0.282 -0.047 1.672
H -0.570 -1.495 1.070
H -1.387 0.098 0.982
H 1.433 -0.995 -1.891
H 1.460 -1.755 -0.106
H -0.180 0.645 -1.140
H 4.639 1.357 -0.176


Least stable: entry b